## one
The following is a quantum chemistry calculation of 6 unconnected molecules or ions with the total composition H10IO5, from the Open Molecules 2025 dataset.

Each line ends with the Löwdin charge.
Positions of all 16 atoms, in Å:
I 17.8311 -13.4740 -7.1259  0.06
O 19.1479 -10.2884 -6.5014  -0.13
H 19.5910 -10.4498 -5.6785  0.01
H 18.9491 -11.2216 -6.7234  -0.14
O 16.7998 -11.2349 -4.6343  -0.11
H 17.0607 -10.3242 -4.6328  0.00
H 17.3027 -11.5966 -5.3719  -0.13
O 15.5216 -14.1833 -4.1727  -0.07
H 14.6950 -14.5481 -4.4481  0.01
H 16.0155 -14.0402 -4.9562  -0.11
O 16.8538 -10.7425 -9.2030  -0.12
H 16.4950 -10.9814 -10.0753  0.02
H 17.5076 -11.3832 -8.9051  -0.09
O 14.8445 -13.6555 -9.3518  -0.08
H 15.1608 -13.1377 -10.0910  0.01
H 15.5350 -13.7406 -8.7343  -0.13

Properties
**Total charge**: -1
**LUMO energy**: 3.33 eV
**Orbital gap**: 8.218 eV
**Highest occupied orbital energy**: -4.89 eV

## two
The following is a quantum chemistry calculation of 6 unconnected molecules or ions with the total composition H10IO5, from the Open Molecules 2025 dataset.

Each line ends with the Löwdin charge.
Positions of all 16 atoms, in Å:
I 0.4945 -0.9549 -0.2406  0.01
O -0.5627 -1.1605 -3.7078  -0.18
H -0.1788 -1.1578 -2.7596  -0.12
H -1.2240 -0.4533 -3.6164  0.01
O 2.1613 -0.4988 3.0687  -0.02
H 2.0844 -0.5730 2.1327  -0.09
H 2.6665 0.1796 3.2294  -0.07
O 2.3763 1.7328 -2.2281  -0.16
H 1.5605 2.2501 -2.0616  0.03
H 2.1154 0.8371 -1.8514  -0.06
O -2.9721 -1.3531 0.9022  -0.06
H -3.6692 -1.4367 0.2800  0.01
H -2.3698 -0.8221 0.4542  -0.11
O -1.2069 1.2140 2.2361  0.01
H -0.8345 0.8042 1.5423  -0.16
H -0.4409 1.3922 2.6200  -0.05

Properties
**Total charge**: -1
**LUMO energy**: 3.27 eV
**Orbital gap**: 8.248 eV
**Highest occupied orbital energy**: -4.97 eV

Tell me which of them is the most stable. Sure, it is one.

## one
The following is a quantum chemistry calculation of a single C2H2ClN3O molecule, from the Open Molecules 2025 dataset.

Each line ends with the Löwdin charge.
Positions of all 9 atoms, in Å:
O 1.7411 -0.6355 -0.9979  0.09
C 0.4646 -0.6227 -0.5604  -0.41
N -0.4116 -1.5733 -0.8909  0.13
N -1.5359 -1.2057 -0.3314  -0.08
N -1.5142 -0.0799 0.3611  0.07
C -0.2332 0.2738 0.2543  -0.65
Cl 0.5306 1.7023 0.9837  0.63
H 2.2305 0.0305 -0.5240  0.08
H -2.3374 -1.7793 -0.3508  0.15

Properties
**LUMO energy**: 0.64 eV
**Orbital gap**: 10.260 eV
**Structure (SMILES)**: Oc1n[nH]nc1Cl
**Highest occupied orbital energy**: -9.62 eV

## two
The following is a quantum chemistry calculation of a single C2H2ClN3O molecule, from the Open Molecules 2025 dataset.

Each line ends with the Löwdin charge.
Positions of all 9 atoms, in Å:
C -0.0014 0.9046 0.1878  -0.21
C 2.3920 0.3290 0.5316  -0.58
N 1.2385 0.5611 0.2434  -0.01
N -1.0580 0.1100 -0.0231  0.00
N -1.0687 -1.1281 0.2321  -0.03
O -2.1930 -1.7238 -0.2040  -0.03
Cl 3.6937 0.0571 -0.4729  0.64
H -0.2237 1.9653 0.1557  0.12
H -2.7795 -1.0753 -0.6507  0.10

Properties
**LUMO energy (spin up / spin down)**: -0.85 / -0.85 eV
**Orbital gap (spin up / spin down)**: 7.299 / 7.292 eV
**Highest occupied orbital energy (spin up / spin down)**: -8.14 / -8.14 eV

Tell me which of them is the most stable. Sure, it is one.

## one
The following is a quantum chemistry calculation of a gas-phase ion, C8H17N2O (charge +1), from the Open Molecules 2025 dataset.

Each line ends with the Löwdin charge.
Positions of all 28 atoms, in Å:
C -2.7275 0.8933 -0.8158  0.06
C -1.4100 0.2687 -0.5151  -0.27
N -0.7066 0.6509 0.5441  0.17
C 0.3611 -0.2751 0.7649  -0.22
C 1.8118 0.2525 1.0666  -0.36
C 2.3639 1.0508 -0.0211  -0.12
C 1.6201 1.2916 2.2402  -0.06
C 0.2912 -1.2596 -0.4234  -0.22
O 0.0294 -2.6116 -0.0677  0.01
N -0.9387 -0.7872 -1.1268  -0.01
C -1.4585 -1.5730 -2.1862  0.00
H -3.0076 0.4950 -1.8588  0.12
H -2.5512 1.9184 -0.8177  0.07
H -3.4490 0.6480 0.0202  0.14
H -0.9764 1.2932 1.2402  0.16
H 0.2220 -0.8067 1.7023  0.15
H 2.4019 -0.7554 1.2128  0.19
H 1.7089 1.9757 -0.3380  0.13
H 2.5894 0.3723 -0.9251  0.11
H 3.2404 1.5905 0.3888  0.09
H 1.2781 2.2427 2.0046  0.05
H 2.5742 1.4436 2.8046  0.11
H 0.9408 1.0119 3.0234  0.07
H 1.0789 -1.1826 -1.1732  0.16
H -0.5449 -2.6623 0.7532  0.15
H -2.5077 -1.5133 -2.3759  0.09
H -0.9554 -1.4021 -3.1877  0.14
H -1.2786 -2.5700 -1.9332  0.08

Properties
**Total charge**: +1
**LUMO energy**: -2.87 eV
**Orbital gap**: 11.032 eV
**Structure (SMILES)**: CC1=[NH+][C@H](C(C)C)[C@@H](O)N1C
**Highest occupied orbital energy**: -13.91 eV

## two
The following is a quantum chemistry calculation of 2 unconnected molecules or ions with the total composition C8H17N2O, from the Open Molecules 2025 dataset.

Each line ends with the Löwdin charge.
Positions of all 28 atoms, in Å:
C 0.8051 -1.2886 -0.5530  0.13
C 1.6272 -0.4234 -0.0538  -0.25
C -1.9307 0.9631 -0.6481  -0.16
C 0.0835 -2.4800 -0.5417  -0.03
C 3.1155 -0.8523 -0.2346  0.06
C -1.1027 1.7963 -1.5956  -0.06
C 2.2733 1.6352 1.2336  -0.04
C -3.4925 -0.6769 1.1797  -0.01
N -1.3769 0.0998 0.0878  -0.02
N 1.3707 0.6959 0.6725  0.02
O -2.0582 -0.6965 0.9633  -0.18
H -3.0299 1.2205 -0.8762  0.15
H 0.0215 -2.9467 -1.4637  0.09
H -0.9152 -2.1604 -0.6317  0.09
H 0.1674 -3.2384 0.3190  0.15
H 3.6533 -0.0008 -0.5986  0.10
H 3.2920 -1.4228 -1.0909  0.08
H 3.5743 -1.2016 0.6459  0.09
H -1.5537 2.7387 -1.6872  0.06
H -0.9430 1.3162 -2.6340  0.13
H -0.1842 2.1023 -1.2602  0.03
H 3.0856 1.2134 1.6239  0.05
H 2.5402 2.2988 0.5221  0.06
H 1.7972 2.2571 1.9952  0.12
H -3.9433 -1.4100 0.6652  0.04
H -3.8605 0.3850 0.9280  0.11
H -3.4608 -0.9426 2.2221  0.10
H 0.4449 1.0188 0.8107  0.10

Properties
**Total charge**: +1
**LUMO energy**: -4.55 eV
**Orbital gap**: 8.086 eV
**Highest occupied orbital energy**: -12.63 eV

Tell me which of them is the most stable. Sure, it is one.

## one
The following is a quantum chemistry calculation of a molecular structure, C2H4N2OS2, from the Open Molecules 2025 dataset.

Each line ends with the Löwdin charge.
Positions of all 11 atoms, in Å:
C 0.0176 0.2013 -1.1103  -0.17
C 1.5295 0.7864 0.5938  -0.79
H -3.1289 -1.0011 -1.0224  0.29
H 0.7277 0.2670 -1.8545  0.10
H -0.5935 -0.7766 2.2415  -0.05
H 2.0121 1.3438 -0.1439  0.04
N -1.2087 -0.1400 -1.4993  -0.05
N 0.4306 0.1530 0.2773  -0.55
O -2.1993 -0.2747 -0.5119  -0.23
S 0.0036 -1.2561 1.0456  0.82
S 2.4093 0.6969 1.9840  0.61

Properties
**LUMO energy**: -0.07 eV
**Orbital gap**: 8.452 eV
**Highest occupied orbital energy**: -8.53 eV

## two
The following is a quantum chemistry calculation of a single C2H4N2OS2 molecule, from the Open Molecules 2025 dataset.

Each line ends with the Löwdin charge.
Positions of all 11 atoms, in Å:
N 1.4107 0.6309 1.1353  0.07
C 0.4972 0.8555 0.1448  -0.74
S 0.4632 2.2377 -0.9248  0.53
N -0.2569 -0.3237 -0.3282  -0.19
O -0.1526 -1.5316 0.5285  -0.07
C -1.2720 -0.4855 -1.2083  -0.71
S -1.6296 0.4458 -2.5060  0.62
H 1.8160 -0.3514 1.4493  0.17
H 2.0102 1.3813 1.3523  0.07
H -0.9457 -1.5483 1.2092  0.16
H -1.9406 -1.3106 -0.8521  0.08

Properties
**LUMO energy**: -0.41 eV
**Orbital gap**: 7.311 eV
**Structure (SMILES)**: NC(=S)N(O)C=S
**Highest occupied orbital energy**: -7.73 eV

Tell me which of them is the most stable. Sure, it is two.

## one
The following is a quantum chemistry calculation of a single C2H4N2OS2 molecule, from the Open Molecules 2025 dataset.

Each line ends with the Löwdin charge.
Positions of all 11 atoms, in Å:
N -1.4531 1.1596 -0.0512  0.02
C -1.5748 -0.2226 0.1596  -0.95
S -2.7794 -1.2358 0.0642  0.73
O -0.2471 -0.8968 0.0312  -0.24
N 0.8456 0.1073 0.3451  -0.08
C 2.0467 -0.6325 -0.2247  -0.71
S 3.6346 -0.6580 0.0776  0.67
H -0.4566 1.4318 -0.4914  0.15
H -2.3279 1.8087 -0.2059  0.15
H 0.9928 0.1018 1.4009  0.14
H 1.3193 -0.9635 -1.1055  0.12

Properties
**LUMO energy**: -0.48 eV
**Orbital gap**: 8.687 eV
**Structure (SMILES)**: NC(=S)ONC=S
**Highest occupied orbital energy**: -9.17 eV

## two
The following is a quantum chemistry calculation of a single C2H4N2OS2 molecule, from the Open Molecules 2025 dataset.

Each line ends with the Löwdin charge.
Positions of all 11 atoms, in Å:
N 1.1209 -0.9049 -1.0857  0.13
C 0.1566 -0.3777 -0.3119  -0.54
N -1.0352 -0.2090 -0.7044  -0.34
S -2.2459 0.5730 0.1555  0.71
C 0.7831 0.0751 1.0109  -0.70
O 1.4909 -0.6884 1.6364  0.01
S 0.4960 1.7069 1.7292  0.82
H 0.8819 -1.4029 -1.9402  0.12
H 1.9003 -1.3322 -0.6091  0.10
H -3.2054 0.3108 -0.7360  -0.15
H -0.3432 2.2493 0.8553  -0.18

Properties
**LUMO energy**: 0.24 eV
**Orbital gap**: 8.799 eV
**Structure (SMILES)**: N/C(=N/S)C(=O)S
**Highest occupied orbital energy**: -8.56 eV

## three
The following is a quantum chemistry calculation of a single C2H4N2OS2 molecule, from the Open Molecules 2025 dataset.

Each line ends with the Löwdin charge.
Positions of all 11 atoms, in Å:
N -1.2299 -0.9959 1.0481  0.15
C -0.4266 -0.1790 0.2700  -0.56
N 0.4874 0.7403 0.5553  -0.37
S 0.7808 0.9415 2.2544  0.70
C -0.5069 -0.6438 -1.1062  -0.87
O -1.3104 -1.4314 -1.4934  0.05
S 0.6220 0.2113 -1.9825  0.91
H -1.3389 -0.5353 1.9674  0.08
H -1.9994 -1.2424 0.5437  0.05
H 2.0018 1.6179 2.1951  -0.12
H 0.1744 -0.1065 -3.3166  -0.03

Properties
**LUMO energy**: -0.16 eV
**Orbital gap**: 8.709 eV
**Structure (SMILES)**: N/C(=N\S)C(=O)S
**Highest occupied orbital energy**: -8.87 eV

Tell me which of them is the most stable. Sure, it is two.

## one
The following is a quantum chemistry calculation of a single C3H5ClN2O molecule, from the Open Molecules 2025 dataset.

Each line ends with the Löwdin charge.
Positions of all 12 atoms, in Å:
O 1.3220 -0.1286 -1.2329  -0.11
N 1.5503 -1.1768 -0.2931  0.01
C 0.3709 -1.5197 0.1561  -0.21
N -0.7906 -0.8229 0.3262  0.01
C -1.0253 0.5779 0.1518  -0.25
C -0.2066 1.6037 0.2902  -0.49
Cl -1.0722 3.1619 -0.0210  0.52
H 2.2706 -0.0746 -1.3278  0.08
H 0.3889 -2.2546 0.8803  0.09
H -1.5289 -1.3356 0.7350  0.11
H -2.1871 0.5039 0.1791  0.14
H 0.9081 1.4654 0.1560  0.09

Properties
**LUMO energy**: 0.61 eV
**Orbital gap**: 9.258 eV
**Structure (SMILES)**: O/N=C\N/C=C/Cl
**Highest occupied orbital energy**: -8.65 eV

## two
The following is a quantum chemistry calculation of a single C3H5ClN2O molecule, from the Open Molecules 2025 dataset.

Each line ends with the Löwdin charge.
Positions of all 12 atoms, in Å:
N -0.6699 -0.3749 -1.2979  0.00
N 0.2362 -0.6277 -0.3017  -0.23
C 1.6165 -1.0034 -0.6534  -0.21
O 2.0567 -1.1990 -1.7974  0.04
C 0.1131 0.1589 0.8285  -0.21
C -0.8559 1.1971 1.0833  -0.57
Cl -1.2842 1.7812 2.7037  0.50
H -1.6286 -0.7002 -1.1615  0.09
H -0.6941 0.6253 -1.8701  0.18
H 1.9829 -1.1501 0.3878  0.11
H 0.7459 -0.4831 1.7747  0.19
H -1.6184 1.7759 0.3040  0.10

Properties
**LUMO energy**: 0.61 eV
**Orbital gap**: 9.403 eV
**Structure (SMILES)**: NN(C=O)/C=C/Cl
**Highest occupied orbital energy**: -8.79 eV

Tell me which of them is the most stable. Sure, it is one.